Computed, not measured: a cluster of 2 separate species, C17H25N6O8 in total, with ωB97M-V/def2-TZVPD.

Each line ends with the Mulliken charge.
Atoms and positions in Å:
O 3.229 1.835 -1.987  -0.766
O 0.818 -1.954 -1.977  -0.687
O -0.113 -5.891 4.198  -0.705
O -1.548 -0.767 0.935  -0.780
O -0.403 -1.943 4.952  -0.741
O -2.115 -2.900 0.788  -0.865
N -1.272 2.238 -2.526  -0.720
O 1.532 8.173 -2.166  -0.525
O 0.339 6.134 -3.646  -0.556
C 2.152 1.246 -1.984  0.407
C 0.847 -0.729 -1.946  0.347
C -0.757 -5.691 3.177  0.785
C -1.311 -1.983 1.087  0.759
C -0.966 -2.546 4.037  0.162
C -0.715 3.421 -2.619  -0.321
C -0.233 1.363 -2.254  1.239
C 0.950 2.016 -2.200  -0.227
N -2.301 -2.600 3.934  0.008
N 2.092 -0.126 -1.855  0.107
N -0.324 -0.008 -2.127  0.219
N 0.660 3.350 -2.416  0.072
N -0.771 -4.536 2.523  -0.090
C -1.602 -6.795 2.588  -1.161
C -3.225 -1.919 4.832  -0.988
C 3.295 -0.944 -1.656  -0.992
C -1.648 -0.638 -2.104  -1.208
C 2.145 6.880 -2.269  -0.697
C 1.660 4.427 -2.523  -0.663
C 1.051 5.829 -2.443  0.067
C 0.028 -2.366 1.741  -0.963
C -0.140 -3.286 2.965  -0.013
H 2.203 8.863 -2.018  0.306
H 0.103 7.082 -3.627  0.362
H -1.266 4.331 -2.835  0.457
H -2.665 -3.021 3.086  0.270
H -1.355 -4.445 1.695  0.288
H -1.240 -7.021 1.587  0.300
H -2.636 -6.459 2.536  0.300
H -1.527 -7.676 3.222  0.324
H -3.136 -0.841 4.684  0.306
H -4.247 -2.232 4.621  0.351
H -2.971 -2.155 5.867  0.285
H 3.169 -1.590 -0.780  0.264
H 4.193 -0.340 -1.491  0.344
H 3.469 -1.575 -2.533  0.315
H -2.331 -0.063 -1.470  0.389
H -2.063 -0.686 -3.114  0.336
H -1.614 -1.654 -1.698  0.372
H 2.722 6.667 -1.362  0.384
H 2.832 6.849 -3.122  0.326
H 2.376 4.308 -1.703  0.373
H 2.208 4.319 -3.464  0.334
H 0.379 5.882 -1.579  0.319
H 0.650 -2.871 1.000  0.297
H 0.555 -1.462 2.051  0.470
H 0.842 -3.500 3.387  0.425

Summary:
- Net charge: -1
- Frontier orbital gap: 0.2537 Eh

=====

Computed, not measured: a structure of composition C17H26AlBrClFMg2N4O10Si, with ωB97M-V/def2-TZVPD.

Each line ends with the Mulliken charge.
Atoms and positions in Å:
C 4.787 0.436 4.257  -0.925
Si 4.280 0.694 2.379  0.395
C 5.348 2.027 1.482  -0.471
C 4.505 -0.987 1.388  -0.743
C 2.381 1.046 2.374  0.201
N 1.442 1.043 1.175  -0.397
N 0.182 1.333 1.747  0.343
C 0.235 1.525 3.278  -0.102
N 1.681 1.372 3.708  -0.032
H 5.138 1.432 4.773  0.330
H 3.833 0.012 4.794  0.297
H 5.636 -0.398 4.240  0.141
H 5.015 3.147 1.707  -0.105
H 5.389 1.813 0.308  0.267
H 6.466 1.878 1.874  0.271
H 5.077 -0.785 0.384  0.386
H 3.442 -1.425 1.071  -0.002
H 5.071 -1.700 2.132  0.349
H -0.689 1.388 1.139  0.243
H -0.669 1.756 4.018  0.343
H 2.139 1.456 4.656  0.311
C -3.534 3.230 1.858  -1.141
C -3.640 1.828 2.483  -0.008
O -2.740 1.068 1.881  -0.630
H -3.746 3.216 0.782  0.423
H -4.264 3.901 2.326  0.600
H -2.541 3.672 2.008  0.323
H -4.703 1.552 2.395  0.193
H -3.549 1.988 3.569  0.326
Al 2.897 -2.656 -0.330  0.411
C -4.599 -1.543 -2.588  1.046
C -4.279 -1.264 -1.258  -1.169
C -4.932 -0.231 -0.583  -0.068
C -5.914 0.515 -1.250  0.038
C -6.232 0.242 -2.587  -0.592
C -5.569 -0.791 -3.253  0.297
N -6.623 1.585 -0.537  0.934
O -6.299 1.808 0.639  -0.586
O -7.507 2.200 -1.150  -0.525
H -4.091 -2.352 -3.109  -0.909
H -3.520 -1.853 -0.748  0.415
H -4.671 -0.026 0.453  0.289
H -6.988 0.816 -3.118  0.718
H -5.812 -1.013 -4.290  0.261
C 5.773 -2.936 5.735  0.891
O 5.299 -3.146 4.629  -0.407
O 6.975 -2.998 6.018  -0.231
O 5.125 -2.627 6.741  -0.243
C 2.580 -2.097 -5.915  -0.213
C 2.946 -3.258 -5.054  0.174
O 1.705 -3.700 -4.551  -0.212
C 0.796 -3.369 -5.511  0.617
O -0.333 -3.825 -5.569  -0.558
O 1.307 -2.469 -6.405  -0.265
F 3.711 -2.862 -4.012  -0.229
H 2.493 -1.162 -5.351  0.136
H 3.288 -1.948 -6.735  0.292
H 3.439 -4.076 -5.589  0.281
Cl 3.993 4.840 1.927  -0.592
O -6.404 0.571 -5.482  -0.580
H -6.009 1.350 -5.135  0.300
Mg -3.807 -3.293 -4.679  0.792
Br -2.307 5.116 0.707  -0.009
Mg 1.593 -1.065 -2.246  0.309

Summary:
- Net charge: +2
- Frontier orbital gap: 0.0403 Eh

=====

Computed, not measured: a structure of composition C17H26AuOP2, with ωB97M-V/def2-TZVPD.

Each line ends with the Löwdin spin population.
Atoms and positions in Å:
Au -0.358 1.142 -0.196  0.643
H -0.378 1.063 1.238  0.039
H -0.363 1.920 0.992  0.033
P -0.615 3.293 -1.117  0.194
C 0.882 4.068 -1.873  0.032
H 0.654 5.051 -2.322  0.007
H 1.656 4.185 -1.097  0.001
H 1.274 3.388 -2.648  0.001
C -1.832 3.353 -2.502  0.028
H -2.803 2.992 -2.127  0.007
H -1.935 4.376 -2.904  0.003
H -1.493 2.669 -3.296  0.007
C -1.231 4.633 -0.003  0.031
H -0.500 4.791 0.808  0.001
H -1.384 5.581 -0.549  0.007
H -2.184 4.305 0.445  0.003
C 1.553 1.051 -0.371  0.137
O 2.714 0.983 -0.513  0.047
H -2.084 1.194 -0.124  0.284
H -0.558 0.697 -1.781  0.149
C -1.706 -1.739 1.015  0.010
P -0.075 -1.132 0.419  0.176
C 0.746 -1.209 2.063  0.036
C 0.672 -2.405 2.810  0.009
C 1.251 -2.503 4.077  0.006
C 1.932 -1.416 4.621  0.001
C 2.039 -0.231 3.895  0.003
C 1.452 -0.125 2.629  0.008
C 0.040 -2.313 -0.969  0.036
C 0.308 -1.915 -2.290  0.014
C 0.337 -2.856 -3.326  0.002
C 0.111 -4.209 -3.058  -0.001
C -0.127 -4.625 -1.751  0.004
C -0.154 -3.691 -0.716  0.009
H -2.051 -1.080 1.840  0.002
H -1.714 -2.778 1.383  0.001
H -2.443 -1.655 0.189  0.005
H 0.157 -3.272 2.429  0.001
H 1.167 -3.424 4.640  0.001
H 2.379 -1.493 5.603  0.000
H 2.573 0.610 4.315  0.000
H 1.568 0.817 2.125  0.004
H 0.500 -0.892 -2.544  0.016
H 0.533 -2.537 -4.340  0.000
H 0.126 -4.933 -3.861  0.000
H -0.297 -5.673 -1.538  0.001
H -0.342 -4.058 0.281  0.001

Summary:
- Multiplicity: 3
- Net charge: +1
- ⟨S²⟩: 2.013
- Frontier orbital gap (alpha / beta): 0.2005 / 0.3261 Eh
- ΔE to the lowest compared entry with this formula, charge and spin: 533.4 kJ/mol

=====

Computed, not measured: a cluster of 4 separate species, C17H26B2N2O11 in total, with ωB97M-V/def2-TZVPD.

Each line ends with the Mulliken charge.
Atoms and positions in Å:
N 1.520 -0.547 0.036  -0.324
C 1.604 0.580 -0.938  -0.578
C 0.249 0.808 -1.779  0.029
B -0.886 1.360 -0.750  0.024
C -0.556 2.738 0.053  -0.581
B -0.552 2.427 1.667  0.586
O -1.101 3.437 2.568  -0.570
O -0.062 1.181 2.176  -0.534
C -2.277 0.500 -0.538  0.627
C -3.451 1.286 -0.010  -0.701
C -4.779 0.574 0.269  -0.471
C -4.696 -0.907 -0.106  -0.413
C -3.409 -1.466 -0.662  -0.227
N -2.149 -0.867 -0.895  -0.198
H 1.740 -0.265 0.994  0.185
H 0.641 -1.070 -0.032  0.199
H 1.903 1.522 -0.354  0.089
H 2.491 0.343 -1.635  0.320
H -0.025 -0.167 -2.292  0.014
H 0.463 1.569 -2.602  0.254
H -1.370 3.505 -0.219  0.170
H 0.458 3.167 -0.289  0.232
H -2.046 3.157 2.663  0.313
H -0.433 1.123 3.091  0.264
H -3.357 2.401 0.184  0.293
H -5.677 1.117 0.690  0.372
H -5.602 -1.579 0.028  0.326
H -3.445 -2.578 -0.951  0.313
C 2.424 3.279 4.335  -0.346
C 2.697 1.939 3.719  0.511
O 4.113 1.921 3.603  -0.326
C 4.602 2.792 4.528  0.558
O 5.758 2.896 4.812  -0.526
O 3.604 3.529 5.088  -0.345
H 1.545 3.271 4.980  0.310
H 2.308 4.068 3.586  0.318
H 2.383 1.111 4.362  0.195
H 2.226 1.826 2.742  -0.332
C 2.677 -3.766 1.189  -0.177
C 1.642 -4.143 0.181  0.013
O 1.148 -5.383 0.671  -0.351
C 1.398 -5.410 2.010  0.629
O 0.966 -6.235 2.761  -0.533
O 2.201 -4.375 2.384  -0.330
H 2.763 -2.686 1.312  0.136
H 3.662 -4.177 0.951  0.260
H 0.817 -3.426 0.140  0.000
H 2.059 -4.260 -0.820  0.326
C -2.356 0.008 -5.128  -0.336
C -2.095 -1.334 -5.743  -0.331
O -0.680 -1.360 -5.866  -0.342
C -0.180 -0.491 -4.947  0.655
O 0.979 -0.394 -4.670  -0.508
O -1.171 0.254 -4.381  -0.256
H -3.231 0.006 -4.477  0.306
H -2.472 0.796 -5.877  0.242
H -2.409 -2.159 -5.097  0.251
H -2.572 -1.447 -6.717  0.313

Summary:
- Net charge: 0
- Frontier orbital gap: 0.3057 Eh
- SMILES string: NCCB(CB(O)O)c1ccccn1.O=C1OCCO1.O=C1OCCO1.O=C1OCCO1